{"formula": "C49H59CaF5N4O2P2Si", "method": "ωB97M-V/def2-TZVPD", "species": ["Ca", "C", "Si", "C", "C", "C", "C", "C", "C", "P", "C", "C", "C", "C", "C", "C", "C", "C", "C", "C", "C", "C", "C", "C", "C", "C", "C", "C", "P", "C", "C", "C", "C", "C", "C", "C", "C", "C", "C", "C", "C", "H", "H", "H", "H", "H", "H", "H", "H", "H", "H", "H", "H", "H", "H", "H", "H", "H", "H", "H", "H", "H", "H", "H", "H", "H", "H", "H", "H", "H", "H", "H", "H", "H", "H", "H", "H", "H", "H", "H", "H", "H", "H", "H", "H", "H", "H", "H", "H", "H", "H", "H", "H", "H", "H", "H", "N", "C", "C", "O", "O", "H", "H", "H", "H", "F", "C", "C", "C", "F", "C", "F", "C", "F", "C", "F", "N", "C", "C", "C", "N", "C", "N"], "xyz": [[0.115526, 1.724090, -0.419282], [-3.189079, -0.512658, -0.999652], [-1.338430, -0.828687, -0.556550], [-0.667202, -1.569658, -2.220730], [-1.499555, -1.570792, -3.347504], [-1.051288, -1.911654, -4.614300], [0.272256, -2.271124, -4.795201], [1.121343, -2.295853, -3.699385], [0.677087, -1.961774, -2.420319], [1.786738, -1.983196, -0.954563], [1.568944, -3.740590, -0.378743], [2.021771, -4.930401, -1.222434], [1.373100, -6.215776, -0.690652], [1.348857, -6.265736, 0.849673], [2.398040, -5.331204, 1.441711], [2.069546, -3.881609, 1.076157], [3.516513, -1.759684, -1.625589], [4.187571, -2.758953, -2.614266], [5.492245, -3.344172, -2.077413], [6.509430, -2.255447, -1.735478], [5.848560, -1.078440, -0.989378], [4.473490, -1.466021, -0.457036], [-1.659481, -2.434673, 0.494853], [-2.043801, -3.597190, -0.198520], [-2.408054, -4.766935, 0.438595], [-2.416015, -4.816702, 1.828883], [-2.048944, -3.690875, 2.538332], [-1.663270, -2.503971, 1.896130], [-1.163667, -1.049089, 2.930376], [-2.729227, -0.821325, 3.950434], [-2.693326, 0.538493, 4.675293], [-2.878881, 1.765410, 3.757132], [-3.556404, 1.412642, 2.437217], [-4.650627, 0.393360, 2.712122], [-4.031102, -0.950348, 3.116763], [0.078727, -1.936117, 4.072995], [1.364490, -1.107654, 4.186988], [1.255206, -0.017362, 5.244013], [0.949497, -0.619528, 6.611573], [-0.345188, -1.427472, 6.573863], [-0.320642, -2.470218, 5.459829], [-3.721104, -1.406092, -1.345745], [-3.281865, 0.270324, -1.755285], [-3.706482, -0.150465, -0.110108], [-2.531006, -1.265480, -3.238990], [-1.730809, -1.872016, -5.458130], [0.650852, -2.519824, -5.779943], [2.153760, -2.560285, -3.863292], [0.475006, -3.798757, -0.349189], [3.110570, -5.020108, -1.198871], [1.736386, -4.789136, -2.267361], [1.897932, -7.088127, -1.092394], [0.348095, -6.267512, -1.067864], [1.497874, -7.291181, 1.198656], [0.367094, -5.951818, 1.214098], [3.387917, -5.605578, 1.061633], [2.445121, -5.438029, 2.528981], [2.933910, -3.239991, 1.263102], [1.276360, -3.515443, 1.733213], [3.399560, -0.803863, -2.148448], [4.401449, -2.235473, -3.552015], [3.524318, -3.579275, -2.869019], [5.914541, -4.038879, -2.810278], [5.276805, -3.943107, -1.186201], [6.974168, -1.895071, -2.657394], [7.314757, -2.688603, -1.133923], [5.713455, -0.222426, -1.653996], [6.490180, -0.738912, -0.171581], [4.068974, -0.661967, 0.156166], [4.562131, -2.335568, 0.202822], [-2.049320, -3.572465, -1.283698], [-2.689095, -5.638136, -0.143288], [-2.708903, -5.721142, 2.349750], [-2.069263, -3.728360, 3.620018], [-2.749105, -1.608273, 4.710557], [-1.751845, 0.651513, 5.213063], [-3.475832, 0.529368, 5.443597], [-1.925263, 2.246228, 3.571968], [-3.503683, 2.494637, 4.283718], [-2.825151, 0.983322, 1.743602], [-3.944502, 2.311358, 1.954980], [-5.294083, 0.247446, 1.842286], [-5.292018, 0.776859, 3.514518], [-3.836779, -1.529466, 2.211250], [-4.757986, -1.533060, 3.691083], [0.315615, -2.817725, 3.472097], [1.605574, -0.674681, 3.214254], [2.194341, -1.776471, 4.454217], [0.464057, 0.680839, 4.960547], [2.175057, 0.571263, 5.281745], [0.885417, 0.163691, 7.371810], [1.776061, -1.278821, 6.905584], [-1.187961, -0.749621, 6.433235], [-0.510397, -1.926684, 7.534210], [-1.277023, -2.994692, 5.421614], [0.424376, -3.230741, 5.732172], [2.366027, 1.281313, 0.963209], [3.374608, 1.914917, 0.107171], [3.101652, 1.576507, -1.371728], [4.020521, 1.662695, -2.181456], [1.902171, 1.206842, -1.602414], [2.638855, 1.276494, 1.938185], [2.241507, 0.312060, 0.668378], [4.407530, 1.636159, 0.344975], [3.294983, 3.002518, 0.211910], [0.511683, 2.385388, 3.069023], [0.490731, 3.630166, 2.490489], [0.172484, 3.763933, 1.159569], [0.218998, 5.067525, 0.715987], [-0.043082, 5.354356, -0.587494], [0.537830, 6.163712, 1.506529], [0.573661, 7.421065, 1.014893], [0.835696, 5.958060, 2.841757], [1.148508, 7.001465, 3.641829], [0.813411, 4.670439, 3.347003], [1.109081, 4.466222, 4.653011], [-1.474901, 2.802809, -1.955993], [-1.977964, 3.516970, -2.716500], [-2.607107, 4.354715, -3.638730], [-3.462738, 5.379147, -3.182832], [-4.173361, 6.219611, -2.828364], [-2.437584, 4.145089, -5.021941], [-2.318060, 3.985964, -6.160823]], "forces_ev_per_angstrom": [[-0.073, 0.288, 0.383], [0.030, -0.097, -0.027], [-0.203, -0.146, -0.045], [-0.032, -0.056, 0.044], [0.006, 0.024, 0.010], [-0.013, 0.003, -0.032], [0.016, -0.009, -0.010], [0.046, 0.014, -0.007], [0.016, -0.009, 0.015], [-0.006, -0.013, -0.020], [-0.036, 0.008, 0.004], [-0.007, 0.080, -0.082], [-0.035, -0.013, -0.025], [0.007, -0.028, 0.016], [0.001, -0.008, 0.031], [-0.038, 0.030, 0.034], [0.019, -0.023, -0.017], [-0.011, -0.012, 0.040], [-0.018, -0.062, 0.003], [0.037, 0.001, -0.001], [0.030, 0.027, 0.012], [-0.015, -0.014, 0.023], [0.023, 0.008, 0.048], [-0.010, 0.038, -0.047], [0.004, -0.045, -0.017], [-0.014, -0.010, 0.011], [0.033, 0.039, -0.010], [0.113, -0.099, 0.104], [-0.014, 0.037, -0.058], [0.027, 0.065, 0.032], [0.009, -0.007, 0.015], [-0.109, -0.031, 0.055], [0.046, -0.034, -0.056], [-0.024, -0.023, -0.007], [-0.020, -0.073, -0.058], [-0.097, -0.078, 0.004], [0.023, 0.006, -0.008], [0.014, 0.040, 0.004], [0.004, -0.002, 0.030], [-0.012, 0.029, 0.012], [0.018, -0.060, -0.051], [-0.014, -0.012, -0.028], [-0.001, 0.038, -0.021], [-0.055, 0.024, 0.113], [-0.051, 0.004, 0.002], [-0.004, -0.005, -0.001], [0.001, 0.008, 0.000], [0.014, 0.006, -0.008], [0.017, -0.007, 0.019], [0.057, -0.004, 0.002], [0.012, 0.024, -0.015], [0.027, 0.012, 0.003], [-0.004, -0.017, -0.005], [-0.006, 0.003, 0.005], [-0.035, 0.030, 0.004], [0.014, 0.007, -0.011], [-0.006, -0.008, 0.005], [0.043, -0.029, -0.014], [0.013, 0.020, 0.017], [-0.031, -0.051, -0.021], [0.014, 0.012, 0.014], [-0.050, -0.055, -0.016], [-0.007, 0.011, 0.004], [0.000, 0.012, 0.008], [-0.004, 0.005, -0.007], [-0.009, 0.001, -0.007], [-0.011, 0.011, -0.013], [-0.003, -0.010, -0.003], [-0.010, 0.023, 0.014], [-0.003, -0.001, 0.016], [-0.002, 0.010, -0.021], [-0.006, -0.006, 0.001], [0.001, -0.009, 0.007], [0.013, -0.012, 0.077], [0.037, 0.011, -0.011], [-0.018, 0.018, 0.018], [-0.025, -0.018, -0.035], [0.197, 0.050, -0.072], [0.045, 0.015, 0.004], [-0.010, 0.005, -0.002], [-0.024, 0.005, 0.017], [0.006, -0.004, -0.023], [-0.015, 0.001, 0.011], [-0.029, 0.041, 0.041], [-0.008, 0.005, -0.001], [0.009, 0.043, -0.029], [0.008, 0.006, -0.033], [-0.004, -0.011, 0.003], [-0.048, 0.054, -0.040], [0.011, -0.012, -0.003], [-0.008, 0.006, -0.002], [0.008, -0.004, -0.001], [0.003, -0.016, 0.001], [0.015, -0.008, -0.008], [-0.035, -0.003, -0.003], [0.002, 0.005, -0.010], [-0.099, -0.246, -0.270], [0.068, 0.068, 0.045], [-0.089, -0.067, 0.134], [0.140, 0.012, 0.022], [0.273, 0.101, -0.429], [-0.149, 0.161, 0.006], [0.084, -0.046, 0.122], [-0.046, -0.012, -0.053], [0.036, -0.010, 0.028], [-0.041, 0.038, 0.014], [-0.030, -0.056, 0.037], [0.120, 0.180, 0.126], [-0.024, 0.061, 0.010], [0.013, -0.013, 0.023], [-0.001, 0.032, -0.006], [-0.003, -0.116, 0.044], [0.022, 0.069, 0.050], [-0.042, -0.137, -0.096], [0.012, 0.022, 0.041], [-0.022, 0.015, -0.113], [0.085, 0.023, -0.040], [-0.009, -0.149, 0.021], [-0.003, -0.015, 0.118], [-0.056, 0.090, -0.004], [-0.008, 0.000, 0.001], [-0.009, -0.013, -0.098], [0.007, 0.006, -0.026]], "spin_multiplicity": 1, "fmax_ha_per_bohr": 0.01009, "orbital_gap_ha": 0.2180, "homo_energy_ev": -2.2165, "total_charge": -2, "relative_energy_kcal_mol": 32.0}